# 1
9 unconnected molecules or ions with the total composition C26H37O25 in a non-equilibrium geometry, computed with ωB97M-V/def2-TZVPD.

The energy above the lowest of the compared OMol25 structures with the same formula, charge and spin comes out at 21.865 eV. The value obtained for the gap between HOMO and LUMO is 8.60 eV. Its net charge is -1. As for the spin multiplicity: 1.

The geometry in XYZ format:
```
88
Properties=species:S:1:pos:R:3:forces:R:3
C 1.19745 0.51585 0.11257 -1.2 -0.6 0.8
C -0.07287 -0.03943 0.77012 0.1 1.2 1.0
O -1.28723 0.70656 0.73416 8.7 -0.2 -1.2
H 2.00585 0.03947 0.66724 -1.4 0.8 -1.9
H 1.22022 1.59386 0.27220 0.3 -1.0 0.3
H 1.33072 0.40818 -0.96387 -0.9 -0.8 2.1
H 0.10174 -0.21600 1.83144 1.2 0.6 0.3
H -0.19910 -1.10064 0.55568 -0.3 0.4 -0.8
C -0.05186 2.53100 -1.22571 1.1 1.6 1.1
C 0.79906 3.54166 -0.53679 -0.6 1.4 -0.1
O 2.03238 3.61372 -1.29037 -0.3 0.7 0.2
C 2.07441 2.55365 -2.10184 1.3 0.2 0.1
O 3.01680 2.16282 -2.73720 -2.7 3.1 -0.5
O 0.96710 1.84435 -1.90872 -1.8 1.0 -3.0
H -0.86443 2.99801 -1.78223 0.4 -0.4 -0.8
H -0.48736 1.92333 -0.43251 0.8 0.7 0.3
H 1.01358 3.19279 0.47334 0.0 1.0 0.1
H 0.19065 4.43973 -0.64361 1.0 0.7 0.8
C 1.91395 -3.31212 -0.69525 0.4 1.5 -0.8
C 0.80068 -2.34747 -1.12373 -0.1 -1.8 1.0
O 0.94706 -2.19177 -2.49927 -0.2 -1.3 -1.0
C 2.00285 -2.86244 -2.98089 1.1 -0.1 -1.9
O 2.36717 -2.86766 -4.14687 -1.1 -0.4 3.2
O 2.66828 -3.38862 -1.91260 0.8 -1.2 -0.3
H 1.64243 -4.29683 -0.31481 0.0 0.1 -0.2
H 2.45852 -2.70352 0.02667 0.7 -0.9 0.2
H 0.89632 -1.41559 -0.56645 0.0 -0.5 -1.0
H -0.12497 -2.86094 -0.86374 1.4 0.8 -1.0
C -0.61226 0.07142 -3.05814 1.5 0.3 -0.6
C -1.51003 0.46467 -1.94029 1.1 0.4 -2.2
O -2.08246 -0.73500 -1.49878 0.8 -0.4 -1.6
C -1.81572 -1.69746 -2.38210 -1.5 -3.6 -2.1
O -2.34501 -2.84200 -2.39303 2.0 4.3 0.1
O -0.92127 -1.27080 -3.30265 -2.4 -0.7 -0.2
H 0.42055 0.20361 -2.73577 -1.0 -1.1 -0.7
H -0.63258 0.64655 -3.98383 -0.6 0.0 -0.1
H -2.34706 1.10827 -2.21096 2.1 -1.3 -1.9
H -0.93978 0.98197 -1.16873 -0.9 -2.5 -1.3
C 2.41884 0.95241 2.34595 0.1 -0.6 0.9
C 3.24611 -0.19410 1.75543 2.1 0.2 1.2
O 4.11528 -0.62022 2.83706 -0.7 0.0 0.7
C 4.10641 0.35271 3.79988 1.0 0.0 0.3
O 4.82130 0.40394 4.76824 -1.1 -0.3 -1.4
O 3.24002 1.31643 3.44276 -0.3 1.0 0.5
H 1.42678 0.66795 2.69665 0.3 -0.3 0.4
H 2.17590 1.73383 1.62592 1.3 0.4 0.9
H 3.98077 0.21471 1.06171 -0.5 -0.1 -0.2
H 2.69249 -1.02103 1.31071 0.6 -0.5 0.9
C 2.63409 -0.25660 -2.21719 -0.1 -0.5 1.6
C 3.62178 0.39104 -1.27024 1.2 -1.0 -1.2
O 4.68377 0.85054 -2.15820 0.2 -1.1 -0.1
C 4.39477 0.46596 -3.47202 3.3 -1.0 -0.9
O 5.19306 0.61681 -4.43409 -4.1 -0.4 4.1
O 3.28761 -0.34271 -3.40275 1.6 0.8 -3.3
H 1.68898 0.28601 -2.23770 1.6 -0.9 -1.3
H 2.39791 -1.27191 -1.89865 1.0 1.5 0.2
H 3.97122 -0.45710 -0.68147 0.7 0.6 0.2
H 3.15310 1.16028 -0.65646 1.0 0.1 -0.2
C -3.46784 0.47607 0.33236 -2.7 4.1 -1.7
C -2.94739 1.66697 -0.51790 -2.9 1.3 1.1
O -3.65378 2.82904 0.04456 0.2 -1.1 0.0
C -4.57159 2.38104 0.92489 -2.6 3.3 2.3
O -5.31751 3.13507 1.61204 2.8 -3.0 -2.8
O -4.54497 1.04838 1.03656 -2.3 0.2 -0.9
H -2.64928 0.22108 1.00543 -3.3 1.5 -0.9
H -3.69611 -0.40364 -0.26940 -3.7 3.9 -0.5
H -3.12773 1.54799 -1.58627 -2.6 1.7 1.7
H -1.87017 1.63798 -0.35404 -2.3 1.7 0.4
C -2.02604 -0.37724 2.91066 0.2 1.3 2.0
C -2.47776 1.03720 2.71412 -0.7 2.3 0.2
O -2.74499 1.52391 4.02043 0.4 -0.4 0.5
C -2.04915 0.71582 4.85880 -2.2 2.6 1.8
O -1.99705 0.96374 6.03432 0.7 -0.4 0.0
O -1.62737 -0.32757 4.24988 2.8 -2.0 1.0
H -1.24115 -0.62007 2.19436 -0.2 -0.3 2.5
H -2.77327 -1.16813 2.84559 1.0 2.3 2.2
H -3.37621 1.20205 2.11939 1.0 -0.4 2.1
H -1.73661 1.67245 2.22909 0.2 0.0 1.0
C -1.66301 -2.82571 0.37063 -1.0 2.8 0.6
C -2.40109 -1.45313 0.64053 1.8 -5.7 -0.5
O -3.15324 -1.81862 1.74886 -3.7 -5.0 -2.5
C -3.52915 -3.10642 1.61030 -4.0 0.1 -1.3
O -4.65268 -3.46962 1.98901 4.0 -0.2 -0.6
O -2.67273 -3.71703 0.71680 -1.2 -1.5 1.5
H -0.82870 -2.83187 1.07204 0.3 -0.7 0.2
H -1.31415 -2.88400 -0.66038 -2.0 -0.9 1.2
H -3.12459 -1.09494 -0.09183 3.2 -5.4 1.2
H -1.78866 -0.60296 0.94094 -0.2 -2.4 -1.5
```
Forces are in eV/Å.

***

# 2
A molecular structure, C28H32NPPtSi2, computed with ωB97M-V/def2-TZVPD.

The energy above the lowest of the compared OMol25 structures with the same formula, charge and spin comes out at 0.978 eV. The value obtained for the gap between HOMO and LUMO (spin up / spin down) is 5.96 / 7.58 eV. Its net charge is 0. As for the spin multiplicity: 3. As for the expectation value of S²: 2.047.

The geometry in XYZ format:
```
65
Properties=species:S:1:pos:R:3:forces:R:3
Pt 0.69670 0.92946 -0.03810 0.1 0.0 0.2
C -1.56988 1.57124 -2.45835 0.0 0.0 0.0
Si -0.86643 2.38969 -0.91674 -0.1 0.1 0.0
C -2.26583 2.76704 0.28299 0.0 0.0 0.0
C -0.10538 4.03089 -1.48620 0.0 0.0 0.0
C -0.78631 5.00707 -2.21490 0.0 0.0 0.0
C -0.16473 6.20080 -2.55001 0.0 0.0 0.0
C 1.14932 6.43762 -2.15587 0.0 0.0 0.0
C 1.83842 5.47947 -1.43131 0.0 0.0 0.0
C 1.22201 4.27070 -1.09672 0.0 0.0 0.0
Si 1.91069 2.84135 -0.11971 0.0 0.0 -0.1
C 4.38718 -2.86262 -0.90726 0.0 0.0 0.0
C 2.88379 3.49846 1.35901 -0.1 0.0 0.0
H -2.22933 2.28108 -2.96881 0.0 0.0 0.0
H -2.14618 0.67419 -2.23247 0.0 -0.1 0.0
H -0.77127 1.30238 -3.15193 0.0 0.0 0.0
H -3.02607 3.38797 -0.20066 0.0 0.0 0.0
H -1.89780 3.30181 1.15974 0.0 0.0 0.0
H -2.74657 1.84646 0.62107 0.0 0.0 0.0
H -1.81473 4.84237 -2.52138 0.0 0.0 0.0
H -0.70150 6.95368 -3.11409 0.0 0.0 0.0
H 1.62933 7.37312 -2.41558 0.0 0.0 0.0
H 2.86144 5.67522 -1.12769 0.0 0.0 0.0
H 5.11931 -3.53757 -1.35255 0.0 0.0 0.0
H 4.66992 -1.83712 -1.14862 0.0 0.0 0.0
H 4.41822 -2.98442 0.17588 0.0 0.0 0.0
H 3.73353 4.09672 1.02052 0.0 0.0 0.0
H 3.26641 2.68825 1.97981 0.0 0.0 0.0
H 2.25217 4.14501 1.97446 0.0 0.0 0.0
N 1.12369 -0.02008 3.05616 -0.1 -0.1 0.0
C 0.16931 -1.00308 3.27390 0.1 0.0 0.0
C -0.08281 -1.42497 4.58707 0.0 0.0 0.0
C -0.98668 -2.42885 4.85886 0.0 0.0 0.0
C -1.68636 -3.04167 3.82382 0.0 0.0 0.0
C -1.44057 -2.63766 2.52708 0.0 0.0 0.0
C -0.50987 -1.63969 2.22010 0.0 0.1 0.0
P -0.16798 -1.21873 0.47970 0.0 -0.1 -0.1
C 0.92433 -2.55545 -0.11919 -0.1 -0.1 0.0
C 0.67442 -3.93114 0.16176 0.0 0.1 0.0
C 1.51580 -4.91631 -0.38963 0.0 0.0 0.0
C 2.58755 -4.59036 -1.15840 0.0 0.0 0.0
C 2.97241 -3.17276 -1.43765 0.0 0.0 0.0
C 1.98427 -2.19539 -0.88395 0.0 0.0 0.0
C -1.75839 -1.55028 -0.34329 0.0 0.0 0.0
C -2.94769 -1.10023 0.22788 0.0 0.1 0.0
C -4.14682 -1.23953 -0.45148 0.0 0.0 0.0
C -4.16977 -1.82255 -1.71236 0.0 0.0 0.0
C -2.98973 -2.26984 -2.28599 0.0 0.0 0.0
C -1.78716 -2.13570 -1.60468 0.0 0.0 0.0
H 0.96122 0.58648 2.25444 0.0 0.0 0.0
H 1.38048 0.49762 3.88178 0.0 0.0 0.0
H 0.44977 -0.94053 5.39751 0.0 0.0 0.0
H -1.15804 -2.72778 5.88516 0.0 0.0 0.0
H -2.41440 -3.81523 4.02587 0.0 0.0 0.0
H -2.00547 -3.09272 1.72245 0.1 0.0 0.0
H -0.15191 -4.22491 0.79038 -0.1 0.0 0.0
H 1.29688 -5.95879 -0.19187 0.0 0.0 0.0
H 3.22017 -5.36924 -1.56797 0.0 0.0 0.0
H 3.01679 -3.02443 -2.52810 0.0 0.0 0.0
H 2.15570 -1.14402 -1.10144 0.0 0.0 0.0
H -2.93631 -0.64131 1.20987 0.0 0.0 0.0
H -5.06435 -0.88694 0.00176 0.0 0.0 0.0
H -5.10606 -1.92589 -2.24516 0.0 0.0 0.0
H -3.00013 -2.72458 -3.26812 0.0 0.0 0.0
H -0.86873 -2.48376 -2.06082 0.0 0.0 0.0
```
Forces are in eV/Å.

***

# 3
12 unconnected molecules or ions with the total composition C39H108F9N9O18S3 in a non-equilibrium geometry, computed with ωB97M-V/def2-TZVPD.

The energy above the lowest of the compared OMol25 structures with the same formula, charge and spin comes out at 4.094 eV. The value obtained for the gap between HOMO and LUMO is 6.30 eV. Its net charge is +6. As for the spin multiplicity: 1.

The geometry in XYZ format:
```
186
Properties=species:S:1:pos:R:3:forces:R:3
C -2.41139 3.97300 -1.38158 0.3 0.5 0.2
C -2.19044 5.40661 -1.93717 -0.6 -1.0 -0.9
C -1.04092 5.41499 -2.95256 0.3 0.2 0.8
O -1.00274 6.67875 -3.52681 -0.8 0.1 -0.4
C -0.45937 6.86615 -4.84399 0.4 0.3 0.1
N -3.45498 5.74001 -2.76615 -0.4 -0.5 0.2
H -3.67767 4.95087 -3.37291 0.2 -0.1 -0.2
H -4.28331 5.82734 -2.17892 0.0 0.2 0.2
H -3.42361 6.56593 -3.36902 0.6 0.3 0.2
H -2.45801 3.24764 -2.19612 -0.3 0.1 -0.1
H -3.28243 3.87415 -0.73161 -0.1 0.2 -0.2
H -1.57436 3.61963 -0.77630 0.2 0.4 0.0
H -2.14473 6.19629 -1.19140 0.3 -0.1 0.0
H -1.16607 4.54301 -3.60461 -0.2 0.3 -0.5
H -0.10131 5.21466 -2.42995 0.0 -0.1 0.2
H -1.18332 6.79964 -5.65742 -0.3 -0.3 0.3
H 0.36144 6.17415 -5.03423 0.1 0.0 0.0
H -0.09724 7.89195 -4.83567 0.2 -0.1 -0.1
C 2.90643 5.77350 0.39373 -0.7 2.4 0.6
C 1.88354 4.73790 0.05447 1.2 -1.2 -0.7
C 2.32513 4.08749 -1.27153 -0.9 -0.1 -1.3
O 1.31522 3.29543 -1.90072 -0.2 -1.0 0.8
C 1.89591 2.42221 -2.87620 0.0 -0.3 -0.1
N 1.97568 3.70267 1.16285 -0.8 -0.3 -0.4
H 1.34996 2.89515 0.99755 -0.2 -0.4 -0.1
H 2.93386 3.36821 1.24634 0.1 -0.1 -0.1
H 1.69476 4.05389 2.07568 0.0 0.4 0.0
H 2.61268 6.73506 -0.03876 0.5 -0.3 -1.0
H 3.93332 5.50076 0.16299 -0.1 0.0 -0.1
H 2.84506 6.19221 1.40470 0.1 -1.0 0.5
H 0.85808 5.06898 -0.09541 0.0 0.1 0.6
H 3.25250 3.51265 -1.19260 0.1 0.0 0.4
H 2.44381 4.84128 -2.05574 0.8 0.7 0.7
H 1.14768 1.94063 -3.50556 -0.4 0.5 0.2
H 2.41354 1.57732 -2.41578 0.3 0.2 0.3
H 2.57301 2.97400 -3.53166 0.1 0.0 0.0
C 0.33119 2.59249 5.32069 -0.6 -0.7 0.6
C 0.89531 1.28253 5.90866 -0.4 0.3 -0.7
C -0.14282 0.31762 6.43756 -0.5 -0.8 -0.7
O -1.01438 -0.06879 5.38435 0.4 1.1 -0.9
C -2.10837 -0.82858 5.82358 -1.0 -0.6 1.6
N 1.61949 0.58825 4.73613 -0.2 0.1 1.8
H 0.95433 0.37542 3.97871 0.0 -0.2 -0.3
H 2.40221 1.15668 4.42884 0.0 -0.1 -0.2
H 1.97781 -0.27427 5.14309 0.2 -0.2 -0.4
H -0.39647 2.32357 4.55195 0.2 0.0 -0.3
H 1.08664 3.27561 4.93587 0.1 -0.1 0.1
H -0.27161 3.11278 6.06548 0.3 0.1 0.2
H 1.58172 1.38260 6.74975 0.4 0.4 -0.4
H -0.63059 0.79411 7.29238 -0.3 0.0 -0.1
H 0.30667 -0.61694 6.78968 0.4 0.2 0.4
H -2.53641 -0.30205 6.68484 -0.1 -0.3 0.2
H -1.82401 -1.83559 6.14200 0.2 0.1 0.1
H -2.94742 -0.98689 5.14471 0.6 0.4 -0.7
C -4.34323 3.93692 6.91522 -1.1 1.1 0.5
C -4.43440 3.84038 5.38519 1.8 0.8 1.5
C -3.76053 2.57067 4.92805 -0.1 0.0 -0.7
O -3.83168 2.57439 3.51514 -0.5 -0.7 -0.3
C -3.22101 1.41813 2.94335 1.1 -0.1 -0.4
N -5.83740 4.07780 4.87103 0.4 -1.5 -0.1
H -6.24846 4.99231 5.05406 0.3 0.2 0.2
H -5.78180 3.90273 3.86810 -0.2 0.1 -0.2
H -6.46404 3.37213 5.26432 -0.2 0.0 0.1
H -4.90705 4.80161 7.28147 -0.4 0.0 -0.2
H -3.38933 4.19776 7.37358 0.5 -0.5 -0.7
H -4.76281 3.08347 7.44831 0.1 -0.2 -0.2
H -3.81117 4.59223 4.89977 -0.4 0.5 0.2
H -4.14165 1.67224 5.42447 -0.3 -0.2 -0.4
H -2.69857 2.63745 5.18466 -0.1 0.2 0.5
H -2.13118 1.51905 2.83891 0.0 0.3 0.6
H -3.48017 1.29607 1.89076 -0.8 0.0 0.2
H -3.39400 0.51697 3.53124 -0.4 0.0 -0.2
C -0.81428 -3.39637 -7.07879 0.4 1.0 -0.5
C -0.27900 -1.95533 -7.00170 0.1 -0.8 1.8
C 0.89661 -1.84042 -5.98837 0.7 -0.6 0.6
O 1.39919 -0.53782 -5.89934 -0.6 1.7 -0.8
C 2.58454 -0.26578 -5.13987 0.0 -1.1 0.1
N 0.13484 -1.42018 -8.34171 0.9 0.5 -0.1
H 0.84255 -1.98892 -8.81563 0.1 -0.5 0.3
H -0.55288 -1.25987 -9.07957 -0.6 0.0 0.4
H 0.62929 -0.54122 -8.16155 -0.1 0.3 0.0
H -0.87041 -3.80453 -6.07204 0.0 -0.1 -0.1
H -0.15120 -3.99153 -7.70657 -0.1 -0.3 0.2
H -1.80999 -3.36252 -7.51874 0.0 -0.3 0.0
H -1.06345 -1.35391 -6.54379 -0.1 0.5 -0.8
H 1.69729 -2.56261 -6.19068 0.1 0.0 -0.4
H 0.56800 -2.11156 -4.97864 -0.6 -0.3 -0.3
H 3.38250 -0.85414 -5.59225 0.4 0.2 0.2
H 2.50218 -0.53225 -4.08336 -0.3 -0.3 -0.2
H 2.82369 0.79478 -5.12199 -0.3 0.1 -0.8
C 8.46224 4.41050 1.05902 -0.8 -0.2 0.0
C 7.89283 3.33802 0.11518 0.1 0.7 0.1
C 6.62754 2.62384 0.64574 0.7 -0.4 0.0
O 5.82085 2.09700 -0.40860 0.8 1.1 0.2
C 5.00675 1.00785 0.01709 0.5 0.3 0.0
N 7.53474 4.01980 -1.19987 0.6 -0.4 0.3
H 8.38982 4.12812 -1.74623 0.0 0.1 -0.2
H 6.86691 3.44167 -1.71283 -0.1 0.0 -0.1
H 7.15706 4.94712 -1.01828 -0.1 0.1 -0.1
H 9.35976 4.94949 0.75656 0.1 -0.5 -0.5
H 8.68661 3.94266 2.01701 -0.1 0.2 0.1
H 7.68759 5.17462 1.16935 0.0 0.0 0.5
H 8.68512 2.61930 -0.08809 -0.3 -0.2 -0.4
H 6.03076 3.24468 1.32081 0.0 0.3 -0.1
H 7.06786 1.83854 1.26628 -0.4 -0.3 0.1
H 4.25120 0.87035 -0.75241 0.0 -0.3 0.2
H 4.55044 1.27159 0.97693 -0.2 -0.2 0.0
H 5.66944 0.14764 0.12665 -0.4 -0.3 0.1
C 3.54538 -2.13156 2.18094 1.0 -1.1 0.0
C 2.63485 -3.32283 1.88178 -1.3 1.4 0.1
C 3.12753 -4.72790 2.09332 0.3 -1.4 0.5
O 2.09490 -5.62596 1.69846 0.0 0.6 -1.1
C 2.54277 -6.95178 1.44923 0.0 -0.8 0.3
N 1.37193 -3.18617 2.75225 0.8 -0.3 0.9
H 1.57777 -3.21509 3.75201 0.3 -0.5 0.0
H 0.91515 -2.26968 2.66133 -0.5 -0.4 -0.9
H 0.85084 -4.04172 2.54283 -0.8 0.3 0.0
H 3.20975 -1.13689 1.89197 -0.7 -0.2 0.1
H 4.46515 -2.26418 1.60682 0.0 -0.2 0.0
H 3.83113 -2.19631 3.23432 0.1 0.3 0.1
H 2.14021 -3.20018 0.91866 0.7 -0.4 -0.4
H 3.28509 -5.00891 3.14265 0.3 0.8 0.4
H 4.07915 -4.94973 1.60822 -0.1 0.4 -0.5
H 2.82286 -7.42777 2.39084 -0.1 -0.1 0.0
H 3.37359 -7.11681 0.75927 0.2 0.9 -0.1
H 1.72151 -7.50541 0.99594 -0.2 0.1 0.4
C -7.41255 -0.60329 1.90386 0.5 0.0 0.4
C -6.64963 -0.33441 0.63109 -0.8 -0.3 -1.6
C -5.87499 -1.49784 0.07250 2.3 -0.9 0.7
O -5.27345 -1.26552 -1.20298 -1.3 0.4 0.1
C -4.29156 -2.24781 -1.53574 -0.2 0.2 -0.8
N -7.68175 0.03104 -0.43612 -0.9 1.1 0.1
H -7.31096 0.02196 -1.38677 0.1 -0.4 -0.1
H -8.54935 -0.50699 -0.37937 0.2 -0.6 -0.1
H -8.01626 0.97642 -0.25113 0.0 0.2 -0.1
H -8.19756 -1.34691 1.76364 0.1 -0.1 0.0
H -7.87881 0.30404 2.29233 0.0 0.0 0.0
H -6.70411 -0.98490 2.64256 -0.1 -0.1 0.1
H -6.02275 0.55864 0.63895 0.2 -0.1 0.3
H -6.33728 -2.48711 0.07851 -0.6 0.2 0.2
H -5.02286 -1.59335 0.75599 -0.2 -0.3 0.5
H -4.22534 -2.22598 -2.62550 0.4 0.4 0.0
H -4.54361 -3.29294 -1.34703 -0.3 0.2 0.8
H -3.36292 -1.94788 -1.05634 0.3 -0.4 0.0
C -0.81797 -4.98829 -1.39843 -1.4 0.2 -0.6
C -0.59197 -6.25134 -2.24243 0.4 -0.7 0.1
C -0.06414 -6.07538 -3.65577 0.5 0.6 0.6
O -0.13237 -7.24753 -4.42223 -0.6 0.7 0.4
C 0.15446 -6.93093 -5.77076 -0.1 -1.8 -1.0
N 0.40247 -7.08768 -1.48372 0.4 0.7 0.2
H 1.26789 -6.54194 -1.37372 0.5 0.2 -0.3
H 0.07782 -7.20383 -0.52607 -0.2 -0.8 -0.1
H 0.63314 -7.93752 -1.99726 -0.2 -0.4 0.3
H -1.53556 -4.31562 -1.87880 0.2 -0.1 -0.5
H 0.05330 -4.37170 -1.18334 0.3 -0.5 0.0
H -1.40002 -5.20268 -0.49927 0.5 -0.3 0.3
H -1.44899 -6.91917 -2.35258 -0.4 0.5 0.3
H 1.00259 -5.82372 -3.63098 -0.1 0.8 0.1
H -0.68023 -5.24641 -4.02497 0.2 0.0 -0.6
H 0.23949 -7.89891 -6.26859 0.2 0.0 0.0
H 1.10670 -6.42089 -5.92358 -0.1 0.3 0.3
H -0.68273 -6.48191 -6.31293 0.0 0.6 0.4
C 2.63647 -2.72843 -2.18257 2.2 -0.8 0.1
F 1.74608 -2.94328 -3.15172 -0.3 0.2 0.0
F 3.51095 -1.75779 -2.59314 -0.6 -0.6 0.0
F 2.02498 -2.19889 -1.12854 -0.7 -0.1 0.5
S 3.67169 -4.32968 -1.82518 2.3 -0.4 -1.2
O 4.37418 -4.49484 -3.08352 -1.5 0.2 0.3
O 4.60347 -3.97156 -0.77204 -1.4 0.5 0.6
O 2.72689 -5.39726 -1.48872 -0.6 0.9 0.1
C -0.48369 -0.33800 -0.34923 1.7 -1.5 1.7
F -1.62657 0.29171 -0.46800 -0.2 0.0 -0.3
F -0.65881 -1.65965 -0.14145 -0.4 1.1 0.1
F 0.29840 -0.23986 -1.39765 -0.4 0.8 -0.9
S 0.53940 0.41321 1.11313 1.6 0.2 0.8
O -0.04359 1.73228 1.34836 -0.7 0.2 0.0
O 0.44545 -0.46981 2.29883 -0.4 0.4 -1.0
O 1.93093 0.58669 0.66838 -1.1 -0.5 -0.2
C -2.24515 -2.87424 2.47878 -3.2 -3.0 0.4
F -1.58884 -3.51979 1.50316 1.0 0.2 0.2
F -1.63211 -3.04352 3.66192 1.1 0.9 -0.5
F -2.34547 -1.61092 2.14205 0.4 1.3 0.1
S -3.94704 -3.81056 2.70587 -1.5 -1.7 0.4
O -3.60963 -4.84003 3.66670 0.6 0.9 -0.6
O -4.89695 -2.82961 3.23395 0.9 0.8 -0.6
O -4.33016 -4.34268 1.39319 1.0 1.3 0.3
```
Forces are in eV/Å.